Molecular formula: C35H44AsN7OPbS2
Method: DFT, ωB97M-V/def2-TZVPD

Geometry as ORCA input:
```
! RIJCOSX wB97M-V def2-TZVPD def2/J DEFGRID3
* xyz 1 2
Pb 0.575 0.354 0.743
O 2.208 -0.529 2.346
N 1.794 -1.035 3.469
C 2.651 -1.819 4.147
C 2.348 -2.365 5.367
C 1.087 -2.127 5.908
C 0.197 -1.356 5.195
C 0.551 -0.791 3.965
S -0.573 0.218 3.123
H 3.597 -1.975 3.654
H 3.083 -2.962 5.881
H 0.811 -2.539 6.864
H -0.798 -1.167 5.564
S -1.250 -6.620 0.306
C -0.781 -4.903 0.490
C 0.360 -4.426 -0.142
C 0.703 -3.098 0.041
N -0.021 -2.258 0.770
C -1.107 -2.719 1.373
C -1.525 -4.036 1.277
C -2.510 -6.314 -0.948
C -3.809 -5.999 -0.591
C -4.715 -5.763 -1.618
N -4.394 -5.828 -2.896
C -3.154 -6.140 -3.223
C -2.161 -6.391 -2.285
H 0.962 -5.079 -0.754
H 1.596 -2.684 -0.413
H -1.658 -2.005 1.971
H -2.398 -4.378 1.812
H -4.110 -5.947 0.442
H -5.744 -5.506 -1.404
H -2.942 -6.180 -4.283
H -1.157 -6.643 -2.585
C -3.090 4.509 -0.675
C -3.044 3.733 -1.826
C -2.587 2.435 -1.770
C -2.135 1.880 -0.552
C -2.185 2.683 0.606
C -2.677 3.969 0.539
N -1.568 0.644 -0.511
C -2.062 -0.358 -1.285
C -1.197 -1.314 -1.851
C -1.701 -2.374 -2.570
C -3.073 -2.515 -2.752
C -3.941 -1.571 -2.218
C -3.450 -0.509 -1.494
H -3.434 5.532 -0.727
H -3.361 4.147 -2.773
H -2.500 1.844 -2.671
H -1.861 2.259 1.543
H -2.744 4.563 1.437
H -0.129 -1.163 -1.759
H -1.023 -3.089 -3.015
H -3.466 -3.351 -3.308
H -5.006 -1.670 -2.374
H -4.125 0.198 -1.032
C 3.684 -0.898 -3.349
As 2.694 -0.176 -1.790
C 4.282 0.565 -0.907
C 2.048 1.481 -2.639
H 4.391 -0.153 -3.708
H 3.012 -1.168 -4.161
H 4.240 -1.786 -3.053
H 4.840 1.209 -1.586
H 4.931 -0.251 -0.592
H 3.996 1.133 -0.024
H 2.839 1.973 -3.203
H 1.695 2.153 -1.860
H 1.216 1.275 -3.312
C 2.629 2.830 2.608
N 2.518 3.899 1.644
C 3.628 4.823 1.603
C 1.561 3.882 0.700
N 0.871 2.810 0.450
N 1.391 5.082 0.011
C 0.816 5.047 -1.316
C 0.959 6.225 0.795
H 3.112 3.223 3.502
H 3.209 1.988 2.222
H 1.635 2.472 2.869
H 4.564 4.261 1.563
H 3.641 5.452 2.496
H 3.562 5.455 0.723
H 0.099 2.999 -0.178
H 1.363 4.328 -1.923
H 0.931 6.034 -1.762
H -0.252 4.788 -1.328
H 1.374 6.181 1.797
H -0.135 6.255 0.875
H 1.295 7.139 0.306
*
```

As for the LUMO energy (spin up / spin down): -1.964 / -4.507 eV. The energy relative to the best compared isomer or geometry (same formula, charge and spin) is 3.5 kcal/mol. Its molecular weight is 925.0 g mol⁻¹. The value obtained for the HOMO energy (spin up / spin down) is -9.97 / -9.94 eV. As for the frontier orbital gap (spin up / spin down): 8.01 / 5.43 eV.

Molecular formula: C35H44CeFN9O7
Method: DFT, ωB97M-V/def2-TZVPD

Geometry as ORCA input:
```
! RIJCOSX wB97M-V def2-TZVPD def2/J DEFGRID3
* xyz 2 1
Ce -1.860 -0.707 1.635
C -4.821 1.748 1.292
C -5.204 0.375 0.723
N -4.033 -0.280 0.154
C -3.651 0.246 -1.150
C -2.711 1.424 -1.019
C -2.646 2.433 -1.978
C -1.709 3.441 -1.820
C -0.882 3.422 -0.708
C -1.034 2.393 0.217
C -0.162 2.294 1.443
N -0.871 1.681 2.558
C -1.743 2.585 3.299
C -3.048 2.862 2.550
N -3.674 1.606 2.174
N -1.922 1.420 0.048
H -5.698 2.195 1.792
H -4.531 2.412 0.471
H -6.001 0.511 -0.028
H -5.587 -0.257 1.528
H -4.200 -1.284 0.091
H -4.528 0.533 -1.754
H -3.105 -0.543 -1.683
H -3.312 2.430 -2.827
H -1.616 4.227 -2.556
H -0.139 4.190 -0.557
H 0.246 3.286 1.698
H 0.663 1.617 1.192
H -0.194 1.283 3.204
H -1.244 3.544 3.513
H -1.992 2.092 4.240
H -2.850 3.434 1.638
H -3.691 3.483 3.197
H -3.941 1.102 3.021
C 1.406 -3.029 -5.581
C 2.086 -3.415 -4.269
N 1.604 -2.597 -3.173
C 0.569 -3.069 -2.421
C -0.053 -2.384 -1.432
C -1.231 -3.094 -0.701
O -1.357 -4.288 -0.922
O -1.962 -2.349 0.005
C 0.383 -1.060 -1.090
O -0.094 -0.362 -0.174
C 1.484 -0.560 -1.918
C 1.951 0.734 -1.681
C 3.014 1.237 -2.386
F 3.466 2.485 -2.073
C 3.629 0.499 -3.397
C 3.130 -0.769 -3.676
C 2.075 -1.332 -2.944
N 4.738 0.958 -4.162
C 4.900 2.386 -4.326
C 5.817 2.640 -5.521
N 7.128 1.990 -5.249
C 6.953 0.528 -5.035
C 6.003 0.323 -3.857
H 1.799 -3.632 -6.395
H 1.565 -1.976 -5.806
H 0.335 -3.205 -5.504
H 3.172 -3.317 -4.344
H 1.863 -4.458 -4.035
H 0.226 -4.074 -2.632
H 1.469 1.322 -0.917
H 3.595 -1.299 -4.489
H 5.328 2.876 -3.437
H 3.924 2.830 -4.520
H 5.964 3.709 -5.670
H 5.396 2.201 -6.426
H 7.515 2.397 -4.387
H 7.788 2.167 -6.014
H 7.921 0.062 -4.845
H 6.516 0.101 -5.939
H 6.461 0.731 -2.938
H 5.840 -0.743 -3.702
O -3.658 -1.853 2.527
N -3.612 -2.108 3.787
N -2.890 -1.319 4.481
O -2.220 -0.312 3.972
C -2.862 -1.488 5.880
C -3.792 -2.313 6.508
C -3.790 -2.400 7.887
C -2.872 -1.679 8.637
C -1.933 -0.880 8.004
C -1.924 -0.779 6.625
H -4.495 -2.871 5.910
H -4.515 -3.027 8.384
H -2.878 -1.755 9.714
H -1.208 -0.329 8.587
H -1.194 -0.173 6.106
C 0.323 -3.371 3.982
O -0.363 -2.463 3.104
C 0.318 -1.320 2.652
O 1.472 -1.155 3.046
H -0.110 -3.298 4.982
H 1.381 -3.095 4.011
H 0.198 -4.382 3.596
*
```

As for the LUMO energy: -5.334 eV. The energy relative to the best compared isomer or geometry (same formula, charge and spin) is 17.5 kcal/mol. Its molecular weight is 861.9 g mol⁻¹. The value obtained for the HOMO energy is -12.50 eV. As for the frontier orbital gap: 7.17 eV.

Molecular formula: C35H44ClF3N2O16P
Method: DFT, ωB97M-V/def2-TZVPD

Geometry as ORCA input:
```
! RIJCOSX wB97M-V def2-TZVPD def2/J DEFGRID3
* xyz -1 1
C -4.770 -2.076 0.570
C -4.911 -3.131 1.331
C -3.719 -3.990 1.733
P -3.527 -4.353 3.658
C -1.795 -3.561 3.496
N -0.847 -3.630 4.610
C -2.888 -6.135 3.357
C -1.439 -6.421 2.921
C -1.087 -6.305 1.403
C 0.258 -5.527 1.133
C 0.089 -4.332 0.137
C 0.445 -2.945 0.731
C 1.809 -2.880 1.455
O 1.613 -2.101 2.642
C 2.743 -2.163 3.487
C -3.375 -4.602 5.548
C -3.380 -3.475 6.614
C -2.593 -2.188 6.673
F -1.361 -2.408 7.211
F -2.419 -1.426 5.614
F -3.193 -1.385 7.609
C -5.327 -5.133 3.523
C -5.754 -6.341 4.295
O -5.587 -7.467 4.091
Cl -6.834 -5.977 5.771
O -4.149 -2.659 3.815
N -5.229 -2.410 4.530
O -5.658 -1.318 4.298
H -5.603 -1.463 0.240
H -3.751 -1.871 0.231
H -5.942 -3.371 1.598
H -2.891 -3.377 1.345
H -3.697 -4.935 1.174
H -1.933 -2.483 3.309
H -1.242 -3.860 2.587
H 0.014 -3.140 4.391
H -0.608 -4.531 4.997
H -3.016 -6.717 4.284
H -3.511 -6.693 2.640
H -1.284 -7.500 3.124
H -0.610 -5.956 3.466
H -1.845 -5.822 0.781
H -0.919 -7.301 0.968
H 0.746 -5.221 2.065
H 0.961 -6.210 0.632
H -0.929 -4.263 -0.265
H 0.750 -4.469 -0.734
H -0.325 -2.524 1.385
H 0.515 -2.252 -0.120
H 2.503 -2.284 0.831
H 2.251 -3.860 1.676
H 3.175 -3.175 3.540
H 2.412 -1.891 4.497
H 3.518 -1.440 3.177
H -2.488 -5.220 5.759
H -4.149 -5.275 5.958
H -4.427 -3.216 6.831
H -3.106 -3.982 7.554
H -6.186 -4.451 3.536
H -5.405 -5.522 2.494
C 0.138 1.205 -1.793
C 0.481 2.351 -2.394
C 0.998 2.375 -3.799
O 1.278 3.453 -4.293
C 1.146 1.108 -4.503
C 0.806 -0.039 -3.902
C 0.264 -0.062 -2.504
O -0.044 -1.133 -2.017
O 0.927 -1.221 -4.505
O 0.381 3.533 -1.781
H -0.239 1.172 -0.780
H 1.537 1.138 -5.511
H 0.612 -1.882 -3.857
H 0.680 4.204 -2.429
C 0.755 8.147 -3.619
C 1.108 9.284 -4.227
C 1.628 9.295 -5.631
O 1.919 10.363 -6.145
C 1.766 8.020 -6.323
C 1.416 6.881 -5.715
C 0.872 6.875 -4.321
O 0.555 5.806 -3.834
O 1.533 5.692 -6.310
O 1.017 10.472 -3.623
H 0.376 8.126 -2.606
H 2.159 8.040 -7.330
H 1.220 5.026 -5.660
H 1.332 11.126 -4.278
C 7.401 8.681 -6.183
C 6.105 8.962 -6.003
C 5.284 8.249 -4.972
O 4.115 8.562 -4.843
C 5.925 7.211 -4.176
C 7.220 6.927 -4.359
C 8.050 7.658 -5.371
O 9.227 7.371 -5.481
O 7.845 5.984 -3.654
O 5.472 9.888 -6.727
H 8.005 9.189 -6.922
H 5.316 6.693 -3.448
H 8.768 5.980 -3.976
H 4.548 9.904 -6.405
*
```

As for the LUMO energy: -0.834 eV. The energy relative to the best compared isomer or geometry (same formula, charge and spin) is 15.2 kcal/mol. Its molecular weight is 872.2 g mol⁻¹. The value obtained for the HOMO energy is -4.95 eV. As for the frontier orbital gap: 4.12 eV.